A 2-piece molecular cluster, C6H14NO2 overall. Source: the Open Molecules 2025 dataset; level of theory: wB97M-V/def2-TZVPD.

Results
- net charge = -1
- orbital gap (eV) = 6.073
- strongest force on any atom (eV/Å) = 3.46

Atoms and positions in Å:
O 2.2163 -3.1426 -1.3751
O -1.5476 -0.1433 -1.7084
N 1.4409 2.4832 0.4880
C -2.0367 -1.1075 -0.9687
C -0.2405 -0.8682 1.1230
C -0.0723 0.4929 0.5198
C -0.8430 -1.8465 0.1009
C 1.1024 1.1132 0.6241
C 0.3155 3.3673 0.0793
H -0.8754 -0.7620 2.0319
H 0.6881 -1.4441 1.4476
H -0.5308 3.0197 -0.5321
H -0.2852 -2.2055 -0.7751
H 1.8266 2.7475 1.3878
H -2.8955 -0.8787 -0.2632
H -1.2654 -2.7410 0.5869
H 1.8925 0.5621 1.1592
H 0.7477 3.8319 -0.8351
H 2.1993 -2.5611 -0.6188
H -2.3762 -1.9338 -1.6281
H 0.1980 4.1776 0.7916
H -0.9862 0.8902 0.1142
H 1.3274 -3.0513 -1.7496

natural (NBO) population analysis, charges in e, atoms 1 to 8:
1. O -0.955
2. O -0.927
3. N -0.632
4. C 0.028
5. C -0.431
6. C -0.232
7. C -0.485
8. C -0.059